Entry 1:
ORCA calculation (ωB97M-V/def2-TZVPD) on C7H8F2 in the gas phase.

Structure (ORCA input):
```
! wB97M-V def2-TZVPD RIJCOSX def2/J DEFGRID3
* xyz 0 1
C -0.848 -0.065 -0.232
C -0.085 1.121 -0.441
C -1.900 -0.464 -0.896
C -0.214 2.403 -0.484
C -0.345 -0.789 0.911
C 1.087 -1.270 0.680
C 1.915 -0.268 -0.072
F 2.131 -0.690 -1.385
F 2.983 0.477 0.336
H -2.600 -1.290 -0.503
H -2.470 0.085 -1.619
H 0.525 3.210 -0.428
H -1.211 2.874 -0.391
H -0.435 0.068 1.602
H -0.982 -1.631 1.199
H 1.569 -1.586 1.619
H 0.881 -2.186 0.103
*
```

- ΔE to the lowest compared entry with this formula, charge and spin (kJ/mol) = 304.0
- Kohn-Sham gap (alpha / beta) (eV) = 8.350 / 8.215
- LUMO energy (alpha / beta) (eV) = 0.32 / 0.05
- E_tot (eV) = -12818.5034

Entry 2:
ORCA calculation (ωB97M-V/def2-TZVPD) on 2 unconnected molecules or ions with the total composition C3H7IN3.

Structure (ORCA input):
```
! wB97M-V def2-TZVPD RIJCOSX def2/J DEFGRID3
* xyz 1 1
C -0.573 -0.040 0.068
C -1.150 -2.746 0.134
C 0.352 2.125 0.078
N -0.105 -2.127 -0.025
N 0.470 0.667 -0.034
N 1.650 0.181 -0.224
I -2.574 0.441 0.176
H -2.082 -2.083 0.213
H -1.114 -3.815 0.340
H 0.124 2.337 1.093
H 1.285 2.644 -0.185
H -0.387 2.505 -0.691
H 2.342 0.724 -0.879
H 1.761 -0.812 -0.064
*
```

- ΔE to the lowest compared entry with this formula, charge and spin (kJ/mol) = 458.8
- Kohn-Sham gap (eV) = 8.948
- LUMO energy (eV) = -4.70
- E_tot (eV) = -15783.5382

Entry 3:
ORCA calculation (ωB97M-V/def2-TZVPD) on a molecular structure, C14H26Cl2N7O5S5Sr.

Structure (ORCA input):
```
! wB97M-V def2-TZVPD RIJCOSX def2/J DEFGRID3
* xyz 1 1
Sr 0.071 0.224 -0.924
C 4.505 -1.000 2.482
N 3.600 0.053 2.026
C 4.117 1.418 2.027
C 2.426 -0.214 1.453
O 1.693 0.665 0.977
C 2.009 -1.679 1.375
O 0.674 -1.813 0.943
C -0.287 -1.996 1.970
C -1.415 -0.974 1.887
O -1.489 -0.176 0.948
N -2.313 -1.014 2.870
C -3.457 -0.103 2.842
C -2.235 -1.957 3.979
H 5.372 -0.528 2.936
H 4.852 -1.621 1.655
H 4.041 -1.631 3.238
H 4.433 1.687 3.033
H 3.335 2.095 1.701
H 4.973 1.492 1.354
H 2.164 -2.165 2.340
H 2.649 -2.186 0.647
H 0.181 -1.942 2.956
H -0.717 -2.996 1.860
H -3.314 0.631 2.056
H -3.544 0.395 3.807
H -4.373 -0.659 2.641
H -2.040 -2.972 3.637
H -3.196 -1.965 4.486
H -1.472 -1.667 4.704
N 0.803 3.510 -1.407
N 2.131 3.686 -1.810
C 2.894 2.615 -2.060
N 4.190 2.796 -2.298
N 2.229 1.448 -2.104
N 2.903 0.299 -2.000
O 4.098 0.227 -1.773
O 2.178 -0.710 -2.077
H 0.167 3.572 -2.198
H 0.567 4.212 -0.718
H 2.476 4.608 -2.030
H 4.602 3.710 -2.218
H 4.783 1.988 -2.395
C -5.398 2.356 -1.274
S -4.592 0.891 -0.584
C -3.939 0.173 -2.047
C -2.873 0.626 -2.745
S -1.852 1.980 -2.372
S -2.508 -0.305 -4.188
C -3.755 -1.506 -4.047
S -3.909 -2.777 -5.071
S -4.780 -1.221 -2.694
H -5.839 2.892 -0.435
H -6.181 2.067 -1.970
H -4.657 2.986 -1.761
Cl -0.697 -5.130 -2.403
C -0.967 -3.463 -2.879
Cl -1.556 -2.482 -1.492
H -1.733 -3.421 -3.648
H -0.030 -3.029 -3.207
*
```

- ΔE to the lowest compared entry with this formula, charge and spin (kJ/mol) = 78.1
- Kohn-Sham gap (eV) = 5.984
- LUMO energy (eV) = -3.18
- E_tot (eV) = -115660.2099

Entry 4:
ORCA calculation (ωB97M-V/def2-TZVPD) on a molecular structure, C35H52EuP4Se.

Structure (ORCA input):
```
! wB97M-V def2-TZVPD RIJCOSX def2/J DEFGRID3
* xyz 3 7
Eu 0.235 -1.546 -0.601
P 0.183 2.334 0.763
P -2.326 1.264 -0.606
P 2.654 0.587 -0.621
H -1.256 -2.968 -6.268
C -0.552 -3.582 -5.718
C -0.409 -3.498 -4.362
H -1.032 -2.905 -3.759
C 0.407 3.889 -0.259
C -0.978 3.063 2.019
C 1.758 2.534 1.710
C -3.036 0.453 -2.081
C -3.821 1.144 0.470
C -2.643 3.053 -1.195
C 2.732 -0.538 -2.042
C 4.110 0.027 0.346
C 3.421 2.134 -1.356
H -0.007 -4.385 -6.298
H 0.359 -4.140 -3.887
H 0.473 4.707 0.483
H -0.448 4.066 -0.929
H 1.324 3.854 -0.876
H -0.554 4.087 2.146
H -0.984 2.569 3.010
H -2.024 3.100 1.691
H 1.508 3.324 2.438
H 2.618 2.879 1.101
H 2.051 1.613 2.227
H -4.015 0.811 -2.404
H -3.070 -0.631 -1.935
H -2.371 0.652 -2.919
H -4.720 1.599 0.035
H -3.649 1.619 1.443
H -4.034 0.093 0.663
H -3.694 3.217 -1.499
H -1.992 3.289 -2.058
H -2.414 3.772 -0.378
H 3.773 -0.567 -2.357
H 2.107 -0.191 -2.870
H 2.446 -1.581 -1.785
H 4.914 -0.240 -0.352
H 3.830 -0.852 0.934
H 4.476 0.777 1.071
H 4.329 1.838 -1.923
H 3.707 2.861 -0.559
H 2.688 2.601 -2.037
C 0.180 1.444 -4.815
C -0.573 0.406 -5.387
C -0.224 -0.066 -6.645
C 0.623 0.642 -7.533
C 1.206 1.839 -7.040
C 0.951 2.269 -5.700
Se 0.040 1.326 -2.896
H -0.526 -0.434 -2.816
H -1.421 0.009 -4.804
H -0.535 -1.063 -7.012
H 0.748 0.159 -8.547
H 1.851 2.434 -7.714
H 1.378 3.174 -5.272
C -1.901 1.066 6.341
C -0.665 1.497 5.829
C -0.163 0.945 4.648
C -0.925 -0.025 3.962
C -2.198 -0.416 4.429
C -2.662 0.125 5.632
P -0.257 -0.717 2.325
C 1.274 -1.568 2.813
C 1.695 -2.633 1.979
C 2.949 -3.237 2.167
C 3.830 -2.740 3.151
C 3.458 -1.606 3.905
C 2.191 -1.035 3.737
C -1.280 -2.273 2.225
C -1.224 -3.152 3.337
C -1.973 -4.333 3.305
C -2.795 -4.605 2.200
C -2.835 -3.736 1.107
C -2.045 -2.573 1.077
H -2.308 1.498 7.246
H -0.094 2.270 6.313
H 0.786 1.258 4.183
H -2.766 -1.161 3.843
H -3.631 -0.219 5.976
H 1.026 -3.045 1.189
H 3.217 -4.115 1.541
H 4.815 -3.225 3.273
H 4.153 -1.165 4.630
H 1.900 -0.162 4.302
H -0.578 -2.926 4.199
H -1.896 -5.013 4.147
H -3.402 -5.510 2.168
H -3.433 -3.898 0.210
H -2.040 -1.894 0.178
*
```

- ΔE to the lowest compared entry with this formula, charge and spin (kJ/mol) = 502.0
- Kohn-Sham gap (alpha / beta) (eV) = 6.303 / 5.239
- LUMO energy (alpha / beta) (eV) = -8.06 / -10.75
- E_tot (eV) = -158934.4088
- <S²> = 12.0345

Entry 5:
ORCA calculation (ωB97M-V/def2-TZVPD) on a molecular structure, C9H28N8O11Zn2.

Structure (ORCA input):
```
! wB97M-V def2-TZVPD RIJCOSX def2/J DEFGRID3
* xyz 2 1
Zn -1.669 -2.330 0.670
Zn -1.525 -0.426 -2.996
C -0.847 -0.373 -0.550
O -0.627 0.569 -1.356
O -0.807 -0.485 0.668
O -1.406 -1.363 -1.090
C -2.668 1.973 2.166
O -3.336 2.617 2.897
N -2.219 0.841 2.558
N -2.388 2.237 0.882
H -2.134 0.779 3.562
H -1.479 0.463 1.985
H -2.510 3.159 0.488
H -1.787 1.507 0.527
C 1.464 -3.059 1.262
O 0.301 -3.128 0.963
N 1.877 -3.084 2.500
N 2.484 -2.922 0.524
H 2.868 -3.022 2.686
H 1.282 -2.986 3.310
H 2.270 -2.354 -0.283
H 3.424 -3.134 0.826
C 1.026 -2.363 -3.416
O 0.258 -1.507 -3.550
N 0.874 -3.405 -2.690
N 2.234 -2.268 -3.888
H -0.102 -3.582 -2.499
H 1.554 -4.126 -2.496
H 2.181 -1.621 -4.662
H 2.616 -3.174 -4.118
C -4.619 0.093 -2.290
O -3.479 0.012 -2.635
N -4.868 0.807 -1.160
N -5.595 -0.540 -2.905
H -5.708 0.659 -0.620
H -3.939 0.971 -0.797
H -5.360 -1.263 -3.570
H -6.532 -0.570 -2.530
C 3.199 0.580 2.427
C 1.889 0.955 3.218
O 1.623 -0.062 4.239
O 4.229 0.400 3.388
H 3.403 1.296 1.632
H 3.076 -0.351 1.874
H 1.029 0.928 2.548
H 1.924 1.933 3.699
H 2.314 0.021 4.901
H 4.708 1.217 3.544
C 1.129 3.617 -1.491
C 1.551 2.885 -0.247
O 1.926 1.554 -0.593
O -0.264 3.505 -1.829
H 1.781 3.296 -2.303
H 1.499 4.636 -1.382
H 0.677 2.910 0.404
H 2.350 3.419 0.268
H 1.115 1.117 -0.862
H -0.268 2.545 -1.805
*
```

- Kohn-Sham gap (eV) = 4.804
- LUMO energy (eV) = -9.19
- E_tot (eV) = -141052.6693

Entry 6:
ORCA calculation (ωB97M-V/def2-TZVPD) on C4H5FOS in the gas phase.

Structure (ORCA input):
```
! wB97M-V def2-TZVPD RIJCOSX def2/J DEFGRID3
* xyz 0 1
C -1.134 1.321 -0.936
C -0.711 0.571 0.054
C -1.375 -0.682 0.582
F -2.528 -0.915 -0.116
O 0.393 0.957 0.827
C 1.598 0.409 0.599
S 2.002 -0.698 -0.505
H -2.044 1.027 -1.462
H -0.623 2.241 -1.243
H -0.710 -1.534 0.456
H -1.615 -0.551 1.629
H 2.292 0.842 1.323
*
```

- ΔE to the lowest compared entry with this formula, charge and spin (kJ/mol) = 83.6
- Kohn-Sham gap (eV) = 9.472
- LUMO energy (eV) = 0.19
- E_tot (eV) = -19827.7191
- structure (SMILES) = C=C(CF)OC=S

Q: E_tot of number 3 (C14H26Cl2N7O5S5Sr)?
A: -115660.2099 eV